[1]
The following is a quantum chemistry calculation of 2 unconnected molecules or ions with the total composition C30H44F3N2O5PS3 at a distorted geometry, from OMol25.

Cartesian coordinates (Å):
C1 6.7792 0.6593 1.5165
C2 6.6527 0.2602 0.0372
C3 5.2849 0.5387 -0.5730
C4 4.1021 0.0880 0.2866
C5 3.9159 -1.4291 0.3158
C6 3.3719 -2.0207 -0.9776
C7 3.0936 -3.5286 -0.8200
C8 1.5907 -3.8517 -0.6835
C9 1.0876 -4.6725 -1.8628
C10 -0.4239 -4.8424 -1.8968
C11 -1.2024 -3.5581 -1.9945
C12 -2.3583 -3.3559 -1.2468
C13 -3.1304 -2.2026 -1.3793
C14 -4.3553 -2.0718 -0.5053
C15 -3.9572 -1.2861 0.7534
C16 -5.0897 -1.1672 1.7868
C17 -4.8864 -1.9311 3.0984
S1 -3.3151 -1.6258 3.8830
O1 -2.6613 -0.4954 3.2896
O2 -3.4947 -1.5818 5.2957
O3 -2.4558 -2.9271 3.5568
C18 -2.7551 -1.2097 -2.2916
C19 -1.5703 -1.3982 -3.0053
C20 -0.8059 -2.5403 -2.8562
S2 -1.0959 -0.1214 -4.1426
C21 -1.6845 1.2958 -3.2672
C22 -1.0123 2.5041 -3.3242
C23 -1.5488 3.6168 -2.6952
C24 -2.7422 3.5492 -1.9858
P1 -3.4136 5.0747 -1.2764
N1 -4.4674 5.7835 -2.2000
C25 -3.3933 2.3045 -1.8906
S3 -4.9391 2.1271 -1.0056
C26 -2.8727 1.1703 -2.5355
N2 -3.5431 -0.0567 -2.4873
H1 6.0936 1.4737 1.7339
H2 7.7861 0.9695 1.7686
H3 6.4823 -0.1735 2.1500
H4 7.4258 0.7939 -0.5128
H5 6.9116 -0.7941 -0.0601
H6 5.1908 0.0426 -1.5379
H7 5.1974 1.6038 -0.7741
H8 4.1890 0.4445 1.3086
H9 3.1911 0.5378 -0.1090
H10 4.8799 -1.8922 0.5332
H11 3.2402 -1.6687 1.1381
H12 2.4563 -1.5023 -1.2616
H13 4.1172 -1.8514 -1.7531
H14 3.6379 -3.8641 0.0587
H15 3.4931 -4.0654 -1.6793
H16 1.0467 -2.9166 -0.5654
H17 1.4493 -4.4234 0.2333
H18 1.5452 -5.6549 -1.7679
H19 1.4200 -4.2045 -2.7876
H20 -0.7700 -5.4425 -1.0583
H21 -0.6722 -5.4053 -2.7995
H22 -2.6953 -4.1221 -0.5619
H23 -5.1346 -1.5150 -1.0235
H24 -4.7569 -3.0493 -0.2538
H25 -3.0768 -1.7837 1.1500
H26 -3.6147 -0.2987 0.4619
H27 -5.2074 -0.1150 2.0344
H28 -6.0228 -1.4708 1.3196
H29 -4.9999 -2.9947 2.9110
H30 -5.6273 -1.5974 3.8150
H31 -2.1170 -2.8391 2.6535
H32 0.0902 -2.6593 -3.4483
H33 -0.0902 2.5530 -3.8823
H34 -1.0466 4.5712 -2.7705
H35 -2.2776 5.8598 -1.0010
H36 -3.9980 4.7406 -0.0448
H37 -4.1639 6.7163 -2.4515
H38 -4.6122 2.6142 0.1970
H39 -4.3254 -0.0245 -1.8533
C27 -0.4322 3.4117 2.5462
C28 0.7667 3.3732 3.4660
O4 1.9876 3.2264 2.7166
C29 2.4954 4.3281 2.1848
O5 2.0532 5.4350 2.2592
C30 3.8081 3.9669 1.4701
F1 3.6491 2.8633 0.7293
F2 4.7694 3.7333 2.3753
F3 4.2237 4.9478 0.6763
H40 -0.4496 2.5300 1.9045
H41 -1.3524 3.4421 3.1289
H42 -0.3982 4.2895 1.9014
H43 0.7182 2.5034 4.1173
H44 0.8225 4.2588 4.0980

M   696.9 u
SMILES   CCCCCCCCCCc1cc(CCCCS(=O)(=O)O)c2c(c1)Sc1ccc([PH2]=N)c(S)c1N2.CCOC(=O)C(F)(F)F

[2]
The following is a quantum chemistry calculation of a single C11H10N2 molecule at a distorted geometry, from OMol25.

Cartesian coordinates (Å):
C1 -1.5714 -0.9361 0.0317
C2 -0.8196 -2.0610 -0.1108
C3 0.4717 -2.0076 0.0527
C4 1.2345 -0.8047 0.1862
C5 2.6843 -0.7763 0.2264
C6 2.6631 1.3930 -0.0734
C7 1.2936 1.5047 -0.3871
C8 0.4747 0.3457 -0.0737
C9 -0.9813 0.2733 0.0278
C10 -1.6970 1.6577 -0.0762
C11 -3.0109 2.0477 0.3988
H1 -3.0963 -2.0809 -0.4800
H2 -3.6606 -0.3328 -0.3697
H3 -1.3668 -2.9313 -0.2333
H4 0.9222 -3.0440 -0.1201
H5 3.4019 -1.5916 0.3756
H6 3.1847 2.4239 -0.4544
H7 0.8635 2.5317 -0.9740
H8 -1.1294 2.3710 -0.6532
H9 -3.7374 1.5404 1.1454
H10 -2.9644 3.2795 0.4260
N1 -2.9271 -1.1504 -0.1793
N2 3.3745 0.2954 0.1969

M   170.2 u
SMILES   C=Cc1c(N)ccc2cnccc12

[3]
The following is a quantum chemistry calculation of 2 unconnected molecules or ions with the total composition C24H54BN2O9S, from OMol25.

Cartesian coordinates (Å):
C1 8.8225 1.4044 0.7177
O1 9.5177 0.9911 -0.4350
C2 8.7227 0.6650 -1.5649
C3 7.6268 1.6773 -1.9072
C4 6.1731 1.4474 -1.4060
C5 5.8247 0.1274 -0.6978
C6 4.7710 0.3377 0.4002
C7 3.9148 -0.8950 0.7325
C8 4.6543 -2.2347 0.7182
C9 3.7316 -3.4371 0.9408
C10 2.6034 -3.5410 -0.1055
C11 1.2151 -3.2982 0.5083
C12 0.0551 -2.7881 -0.3702
C13 -0.9595 -1.9977 0.4802
O2 -0.7509 -0.6071 0.3432
C14 -1.1892 -0.1806 -0.9319
C15 -1.1061 1.3288 -1.0428
C16 -2.0341 2.0835 -0.0893
C17 -3.5212 1.7540 -0.2878
C18 -4.0184 0.6484 0.6613
S1 -5.0477 -0.6579 -0.0116
O3 -6.4001 -0.4251 0.3823
O4 -4.3879 -1.8987 0.2496
O5 -4.9720 -0.4607 -1.5931
C19 -0.3741 -0.8702 -2.0572
B1 -1.3999 -1.4250 -3.1650
O6 -2.1353 -2.5609 -2.9215
O7 -1.6859 -0.6363 -4.2237
C20 -0.6689 0.0151 -4.9895
N1 0.5574 -1.9311 -1.5067
N2 0.9738 -2.7507 -2.6367
H1 9.5374 1.4079 1.5384
H2 8.4142 2.4162 0.6151
H3 8.0076 0.7200 0.9810
H4 9.4309 0.6318 -2.3928
H5 8.3244 -0.3512 -1.4542
H6 7.9659 2.6578 -1.5682
H7 7.6019 1.7535 -2.9961
H8 5.5108 1.5328 -2.2713
H9 5.8934 2.2784 -0.7526
H10 6.7072 -0.3292 -0.2560
H11 5.4175 -0.5779 -1.4307
H12 5.2616 0.6933 1.3099
H13 4.1061 1.1384 0.0626
H14 3.0382 -0.8997 0.0670
H15 3.5097 -0.7700 1.7426
H16 5.3670 -2.2108 1.5470
H17 5.2115 -2.3837 -0.2088
H18 4.3302 -4.3479 0.8963
H19 3.3131 -3.3952 1.9505
H20 2.6351 -4.5299 -0.5699
H21 2.8278 -2.8161 -0.8936
H22 0.8639 -4.2449 0.9236
H23 1.3244 -2.6035 1.3446
H24 -0.4829 -3.6159 -0.8364
H25 -0.7847 -2.2415 1.5270
H26 -1.9910 -2.2611 0.2332
H27 -2.2411 -0.4832 -1.0405
H28 -0.0694 1.6428 -0.8830
H29 -1.3795 1.5884 -2.0721
H30 -1.7417 1.9066 0.9480
H31 -1.8902 3.1498 -0.2710
H32 -3.7091 1.4887 -1.3282
H33 -4.1034 2.6542 -0.0905
H34 -3.1875 0.1344 1.1437
H35 -4.6450 1.0688 1.4489
H36 -5.7939 -0.0382 -1.8923
H37 0.2968 -0.1262 -2.4949
H38 -1.6635 -3.3915 -3.0418
H39 0.2687 -0.5426 -4.9608
H40 -0.5076 1.0349 -4.6340
H41 -1.0195 0.0508 -6.0177
H42 1.3788 -1.4317 -1.1584
H43 1.9524 -2.5560 -2.8312
H44 0.9436 -3.7178 -2.3249
C21 -8.2589 1.0281 2.4669
O8 -8.9602 1.8145 3.4095
C22 -8.3564 1.8198 4.6911
C23 -7.5609 3.0838 4.9301
O9 -6.4380 3.1753 4.0624
C24 -6.6413 4.0524 2.9728
H45 -8.6935 1.2149 1.4869
H46 -7.1988 1.2940 2.4430
H47 -8.3491 -0.0396 2.6917
H48 -7.7049 0.9472 4.8096
H49 -9.1516 1.7526 5.4389
H50 -7.1875 3.0848 5.9579
H51 -8.2092 3.9564 4.8027
H52 -6.6764 5.0952 3.3056
H53 -7.5632 3.8202 2.4334
H54 -5.7926 3.9329 2.2990

Net charge   +1
M   557.6 u

[4]
The following is a quantum chemistry calculation of 2 unconnected molecules or ions with the total composition C3H9S at a distorted geometry, from OMol25.

Cartesian coordinates (Å):
S1 1.5918 -0.9658 3.0008
H1 1.8663 0.2657 2.5570
C1 -0.5750 1.2135 0.0635
C2 -0.8600 0.0073 -0.8719
C3 0.3042 -1.0130 -0.8751
H2 0.0991 0.8739 0.8587
H3 -1.4905 1.6477 0.4922
H4 0.0437 1.9695 -0.4530
H5 -1.2584 0.3309 -1.8564
H6 -1.7073 -0.5414 -0.4290
H7 0.4650 -1.6630 -1.7470
H8 1.2533 -0.4756 -0.7470
H9 0.2679 -1.6498 0.0072

Net charge   -1
M   77.2 u

[5]
The following is a quantum chemistry calculation of 4 unconnected molecules or ions with the total composition C29H35NO4S, from OMol25.

Cartesian coordinates (Å):
N1 5.8026 0.0652 1.2013
C1 6.5972 0.9377 0.3202
C2 5.9666 2.3227 0.1547
O1 4.9806 2.3308 -0.8575
C3 5.4375 2.8826 1.4952
O2 4.0006 2.9329 1.4268
S1 3.3255 3.4664 2.8015
O3 3.2513 2.3636 3.7370
O4 1.9033 3.6018 2.0531
C4 0.8044 2.8298 2.5752
C5 -0.4507 3.2155 1.8014
C6 -1.4746 2.1243 1.9949
C7 -1.4426 1.0099 1.1647
C8 -2.3056 -0.0455 1.3954
C9 -3.2127 0.0034 2.4455
C10 -3.2596 1.1166 3.2653
C11 -2.3876 2.1741 3.0396
H1 6.4092 -0.5917 1.6736
H2 5.1681 -0.5040 0.6549
H3 6.6853 0.5183 -0.6861
H4 7.6087 1.0274 0.7182
H5 6.7416 2.9994 -0.2090
H6 4.1878 1.9011 -0.5175
H7 5.8326 3.8870 1.6690
H8 5.7397 2.2354 2.3164
H9 1.0099 1.7704 2.4274
H10 0.6695 3.0139 3.6404
H11 -0.1984 3.3265 0.7477
H12 -0.8393 4.1679 2.1648
H13 -0.7298 0.9492 0.3508
H14 -2.2710 -0.9345 0.7772
H15 -3.8809 -0.8275 2.6338
H16 -3.9670 1.1555 4.0828
H17 -2.4056 3.0495 3.6774
C12 -1.2919 -0.7313 -4.8306
C13 -0.5947 0.4369 -5.1070
C14 -0.4743 1.4215 -4.1369
C15 -1.0484 1.2389 -2.8870
C16 -1.7445 0.0704 -2.6084
C17 -1.8681 -0.9137 -3.5811
H18 -1.3859 -1.4988 -5.5878
H19 -0.1433 0.5805 -6.0801
H20 0.0674 2.3326 -4.3556
H21 -0.9536 2.0076 -2.1299
H22 -2.1903 -0.0761 -1.6317
H23 -2.4127 -1.8225 -3.3565
C18 1.4807 -1.0781 0.9773
C19 0.9997 -1.7009 -0.1665
C20 1.1056 -3.0784 -0.2993
C21 1.6900 -3.8290 0.7120
C22 2.1703 -3.2033 1.8545
C23 2.0674 -1.8252 1.9882
H24 1.3997 -0.0037 1.0822
H25 0.5412 -1.1152 -0.9551
H26 0.7334 -3.5659 -1.1912
H27 1.7707 -4.9036 0.6094
H28 2.6234 -3.7905 2.6428
H29 2.4414 -1.3326 2.8767
C24 -5.1928 -1.6237 -2.1024
C25 -5.1984 -1.9224 -0.7473
C26 -5.6981 -3.1414 -0.3094
C27 -6.1903 -4.0590 -1.2265
C28 -6.1830 -3.7594 -2.5818
C29 -5.6837 -2.5410 -3.0210
H30 -4.7980 -0.6737 -2.4405
H31 -4.8103 -1.2056 -0.0341
H32 -5.7056 -3.3763 0.7474
H33 -6.5792 -5.0094 -0.8849
H34 -6.5651 -4.4772 -3.2961
H35 -5.6752 -2.3063 -4.0776

M   493.7 u

[6]
The following is a quantum chemistry calculation of a single C16H16N2O6S molecule, from OMol25.

Cartesian coordinates (Å):
N1 -5.3224 -0.8619 -1.1215
S1 -4.4794 0.0253 0.0376
O1 -4.9639 -0.3516 1.3339
O2 -4.5252 1.4041 -0.3545
C1 -2.8287 -0.5945 -0.1831
C2 -2.0367 -0.0416 -1.1705
C3 -0.7359 -0.4775 -1.3137
C4 -0.2320 -1.4631 -0.4615
C5 -1.0522 -2.0361 0.5087
C6 -2.3542 -1.5893 0.6465
H1 -3.0055 -1.9865 1.4083
H2 -0.6592 -2.8009 1.1578
N2 1.1171 -1.7891 -0.6027
C7 1.8938 -2.5333 0.2247
O3 1.5064 -3.2557 1.1103
C8 3.3969 -2.3387 -0.0674
H3 3.9730 -3.0503 0.5244
H4 3.6051 -2.4572 -1.1356
O4 3.8137 -1.0410 0.3710
C9 3.6036 -0.0067 -0.4372
O5 3.1123 -0.0919 -1.5349
C10 4.0237 1.3093 0.2055
O6 3.1105 2.3252 -0.1089
C11 1.8023 2.1722 0.2863
C12 1.3447 1.2048 1.1718
C13 0.0009 1.1650 1.5131
C14 -0.8942 2.0694 0.9742
C15 -0.4356 3.0313 0.0871
C16 0.9006 3.0871 -0.2541
H5 1.2765 3.8310 -0.9383
H6 -1.1273 3.7404 -0.3407
H7 -1.9403 2.0252 1.2347
H8 -0.3415 0.4127 2.2077
H9 2.0146 0.4841 1.6160
H10 4.9751 1.6288 -0.2316
H11 4.1519 1.1718 1.2862
H12 1.5980 -1.2491 -1.3192
H13 -0.0910 -0.0372 -2.0598
H14 -2.4419 0.7414 -1.7899
H15 -5.7900 -0.2631 -1.7824
H16 -5.9637 -1.5126 -0.6981

M   364.4 u
SMILES   NS(=O)(=O)c1ccc(NC(=O)COC(=O)COc2ccccc2)cc1

Number 1: orbital gap 0.297 Eh, HOMO -8.016 eV. Number 2: orbital gap 0.307 Eh, HOMO -8.037 eV. Number 3: orbital gap 0.285 Eh, HOMO -10.589 eV. Number 4: orbital gap 0.236 Eh, HOMO -2.460 eV. Number 5: orbital gap 0.367 Eh, HOMO -9.298 eV. Number 6: orbital gap 0.342 Eh, HOMO -8.793 eV.